A structure of composition C13H31AsBCoIO5PTe at a distorted geometry. Source: OMol25; level of theory: the ωB97M-V functional and the def2-TZVPD basis.

XYZ file:
```
55
Properties=species:S:1:pos:R:3:lowdin_charge:R:1
Co -0.46 -0.01 0.90 -0.267
C -1.59 -3.17 4.88 -0.084
C -1.20 -1.79 4.38 -0.360
O -2.19 -1.33 3.48 -0.293
P -2.02 0.02 2.54 0.485
O -3.38 0.26 2.00 -0.368
Te 1.68 -1.14 1.60 0.205
O -1.77 1.18 3.72 -0.278
C -0.47 1.55 4.13 -0.342
C 0.14 2.60 3.21 -0.082
H -0.89 -3.50 5.64 0.068
H -1.58 -3.89 4.05 0.072
H -2.60 -3.15 5.30 0.072
H -0.22 -1.84 3.90 0.036
H -1.12 -1.11 5.24 0.109
H 0.20 0.69 4.17 0.077
H -0.56 1.95 5.14 0.109
H 0.28 2.19 2.21 0.025
H 1.11 2.93 3.60 0.073
H -0.53 3.46 3.12 0.080
I -0.30 -2.40 0.05 0.282
C -3.92 1.72 -2.09 -0.015
C -2.53 2.31 -1.88 -0.470
C -2.05 2.90 -3.21 -0.027
O -1.65 1.23 -1.54 0.037
B -0.97 1.50 -0.36 -0.683
O -1.28 2.79 0.06 0.036
C -2.41 3.29 -0.66 -0.471
C -3.61 3.24 0.29 -0.012
C -2.13 4.75 -1.03 -0.022
H -3.87 1.00 -2.91 0.088
H -4.65 2.49 -2.35 0.087
H -4.25 1.19 -1.20 0.092
H -1.98 2.10 -3.94 0.090
H -1.07 3.36 -3.10 0.072
H -2.75 3.66 -3.58 0.085
H -3.72 2.24 0.71 0.069
H -4.53 3.54 -0.22 0.084
H -3.43 3.92 1.12 0.091
H -1.20 4.84 -1.59 0.079
H -2.03 5.32 -0.11 0.085
H -2.95 5.17 -1.62 0.088
C 4.48 0.51 -2.50 -0.369
As 2.58 0.50 -1.93 1.023
C 2.80 1.96 -0.63 -0.360
C 1.96 1.65 -3.41 -0.348
H 4.81 1.53 -2.72 0.010
H 4.60 -0.09 -3.41 0.005
H 5.11 0.09 -1.72 0.008
H 3.33 2.80 -1.09 0.018
H 3.35 1.61 0.24 -0.001
H 1.82 2.29 -0.30 -0.007
H 2.62 2.51 -3.54 0.016
H 0.95 2.00 -3.18 -0.008
H 1.91 1.09 -4.34 0.013
```

Values from the calculation:
LUMO level (alpha / beta), hartree: 0.065 / 0.061
HOMO-LUMO gap (alpha / beta), eV: 5.837 / 6.377
2S+1: 4
Highest occupied orbital energy (alpha / beta), eV: -4.0672 / -4.7071
Total charge: -1
⟨S²⟩: 3.79

A structure of composition C13H31AuN5OS2 at a distorted geometry. Source: OMol25; level of theory: the ωB97M-V functional and the def2-TZVPD basis.

XYZ file:
```
53
Properties=species:S:1:pos:R:3:lowdin_charge:R:1
Au -0.10 0.11 0.41 0.873
C 1.08 -1.76 2.86 -0.160
C 0.12 -2.58 2.01 -0.144
N 0.07 -2.16 0.59 -0.138
C 1.15 -2.61 -0.30 -0.216
C 2.45 -1.84 -0.16 -0.345
S 2.24 -0.01 -0.01 0.975
C 2.96 0.34 1.64 -0.341
C 1.95 0.59 2.75 -0.230
N 0.81 -0.33 2.69 -0.130
H 0.98 -2.07 3.90 0.148
H 2.12 -1.97 2.58 0.111
H 0.38 -3.64 2.10 0.147
H -0.89 -2.46 2.41 0.131
H -0.80 -2.51 0.20 0.137
H 1.38 -3.67 -0.15 0.151
H 0.79 -2.50 -1.32 0.135
H 3.05 -2.16 0.69 0.089
H 3.04 -1.98 -1.06 0.107
H 3.63 -0.49 1.86 0.096
H 3.57 1.23 1.51 0.106
H 2.49 0.53 3.71 0.149
H 1.56 1.61 2.66 0.125
H 0.11 -0.03 3.35 0.108
C 0.68 1.69 -4.39 -0.009
N 0.70 2.27 -3.03 -0.170
C 2.05 2.57 -2.55 -0.053
C -0.40 2.37 -2.27 -0.606
S -0.24 2.39 -0.50 0.766
N -1.61 2.55 -2.78 -0.147
C -1.83 3.08 -4.14 0.007
C -2.84 2.43 -1.98 -0.037
H 1.51 0.99 -4.46 0.108
H 0.84 2.45 -5.15 0.113
H -0.24 1.16 -4.59 0.094
H 2.60 3.03 -3.37 0.115
H 2.58 1.67 -2.26 0.055
H 2.03 3.27 -1.72 0.074
H -0.95 3.57 -4.53 0.097
H -2.63 3.82 -4.09 0.116
H -2.16 2.29 -4.83 0.115
H -2.80 1.57 -1.33 0.051
H -3.68 2.32 -2.66 0.109
H -3.00 3.33 -1.39 0.108
C -2.45 1.03 2.77 0.028
C -2.94 0.41 1.50 -0.490
N -4.22 0.15 1.39 0.257
O -2.18 0.14 0.52 -0.190
H -3.21 1.66 3.23 0.114
H -1.56 1.62 2.58 0.078
H -2.22 0.24 3.49 0.107
H -4.87 0.36 2.14 0.155
H -4.60 -0.30 0.57 0.155
```

Values from the calculation:
LUMO level, hartree: -0.440
HOMO-LUMO gap, eV: 6.072
Highest occupied orbital energy, eV: -18.0349
Total charge: +3

A structure of composition C13H31BF4N2NaO7 at a distorted geometry. Source: OMol25; level of theory: the ωB97M-V functional and the def2-TZVPD basis.

XYZ file:
```
59
Properties=species:S:1:pos:R:3:lowdin_charge:R:1
Na -32.07 -20.59 1.03 0.174
B -34.11 -21.40 1.62 -1.353
F -33.73 -21.67 2.92 0.155
F -33.23 -21.84 0.70 0.071
F -35.23 -22.17 1.32 0.141
F -34.29 -20.07 1.49 0.223
O -32.10 -18.19 -1.13 0.016
C -32.99 -19.20 -1.15 -0.837
O -32.85 -20.27 -0.58 0.025
O -34.00 -19.01 -1.85 0.005
H -32.47 -17.48 -1.67 0.120
C -31.95 -23.96 -0.06 -0.061
O -31.29 -22.78 0.38 -0.228
C -30.11 -22.84 1.17 -0.137
C -29.49 -21.37 1.06 -0.086
N -30.23 -20.22 1.76 -0.076
C -29.47 -18.98 1.75 -0.154
C -28.35 -18.96 2.93 -0.128
O -28.84 -19.50 4.17 -0.197
C -28.60 -20.83 4.48 -0.126
H -32.99 -23.69 -0.22 0.101
H -31.87 -24.81 0.62 0.083
H -31.48 -24.31 -0.99 0.081
H -29.50 -23.68 0.85 0.118
H -30.53 -22.96 2.17 0.101
H -29.33 -21.20 -0.01 0.120
H -28.48 -21.55 1.43 0.089
H -30.64 -20.39 2.67 0.040
H -30.33 -18.31 1.84 0.061
H -28.99 -18.72 0.81 0.126
H -27.82 -18.01 2.90 0.107
H -27.59 -19.68 2.61 0.094
H -29.02 -20.86 5.48 0.102
H -27.52 -20.89 4.64 0.091
H -29.01 -21.63 3.87 0.071
C -31.38 -22.36 4.59 -0.069
O -31.12 -21.09 3.98 -0.266
C -32.15 -20.17 4.16 -0.161
C -31.77 -18.97 3.29 -0.169
N -32.41 -19.06 1.96 -0.089
C -32.41 -17.82 1.13 -0.143
C -33.21 -16.64 1.67 -0.178
O -34.59 -16.86 1.99 -0.141
C -35.34 -15.70 1.81 -0.148
H -32.15 -22.99 4.17 0.098
H -31.51 -22.25 5.67 0.093
H -30.42 -22.86 4.51 0.074
H -32.22 -19.92 5.22 0.132
H -33.12 -20.53 3.81 0.105
H -30.75 -18.61 3.42 0.101
H -32.19 -18.08 3.75 0.118
H -33.39 -19.25 2.12 0.057
H -32.92 -18.15 0.23 0.076
H -31.38 -17.59 0.85 0.116
H -33.14 -15.95 0.83 0.115
H -32.70 -16.25 2.55 0.111
H -35.13 -15.04 0.97 0.081
H -35.23 -15.01 2.65 0.073
H -36.40 -15.93 1.85 0.086
```

Values from the calculation:
LUMO level, hartree: 0.079
HOMO-LUMO gap, eV: 6.560
Highest occupied orbital energy, eV: -4.4103
Total charge: -1

A structure of composition C13H31BeN5O14SSr2 at a distorted geometry. Source: OMol25; level of theory: the ωB97M-V functional and the def2-TZVPD basis.

XYZ file:
```
67
Properties=species:S:1:pos:R:3:lowdin_charge:R:1
Sr -1.96 -8.40 -25.77 1.771
Sr 2.02 -6.63 -27.68 1.678
Be 0.53 -10.23 -28.14 1.031
O 0.70 -7.99 -29.40 -0.422
C -0.56 -7.43 -29.65 -0.322
C -1.84 -8.28 -29.32 -0.311
O -1.82 -9.16 -28.22 -0.476
H -0.61 -7.20 -30.72 0.130
H -0.69 -6.41 -29.24 0.092
H -2.18 -8.80 -30.23 0.108
H -2.75 -7.66 -29.29 0.108
C 2.51 -8.23 -31.98 0.041
N 3.44 -7.17 -32.47 -0.439
O 4.50 -7.56 -32.88 0.128
O 3.18 -6.00 -32.26 0.058
H 2.91 -8.62 -31.04 0.084
H 2.43 -9.06 -32.68 0.113
H 1.57 -7.73 -31.82 0.065
C 0.00 -4.58 -32.43 0.013
N 0.38 -3.49 -33.37 -0.426
O -0.38 -3.36 -34.32 0.112
O 1.22 -2.73 -32.97 0.079
H -0.87 -4.28 -31.85 0.061
H 0.91 -4.73 -31.85 0.062
H -0.37 -5.48 -32.92 0.095
C -4.59 -5.17 -29.49 0.072
N -3.55 -4.54 -30.40 -0.409
O -2.89 -5.30 -31.09 0.017
O -3.61 -3.34 -30.50 0.128
H -5.46 -5.55 -30.02 0.090
H -4.91 -4.29 -28.92 0.106
H -4.00 -5.75 -28.79 0.065
C -4.36 -7.69 -32.79 -0.202
C -5.17 -7.93 -34.04 -0.175
O -6.06 -6.84 -34.12 -0.159
S -6.35 -6.17 -32.68 0.673
O -7.71 -6.47 -32.36 -0.189
O -5.87 -4.82 -32.72 -0.207
O -5.27 -7.13 -31.85 -0.240
H -3.53 -6.99 -32.97 0.117
H -3.89 -8.58 -32.39 0.111
H -5.62 -8.93 -34.07 0.138
H -4.72 -7.86 -35.03 0.152
C -1.59 -11.88 -30.22 -0.300
O -0.49 -12.09 -29.68 -0.033
N -2.72 -12.48 -29.86 -0.129
C -2.79 -13.43 -28.75 0.015
C -4.02 -12.33 -30.53 0.017
H -1.73 -11.14 -31.02 0.149
H -1.99 -13.30 -28.03 0.091
H -2.74 -14.47 -29.09 0.131
H -3.78 -13.29 -28.32 0.101
H -3.97 -11.47 -31.20 0.093
H -4.18 -13.28 -31.03 0.129
H -4.81 -12.12 -29.81 0.107
C 1.81 -3.31 -29.40 -0.270
O 1.77 -4.53 -29.06 -0.245
N 0.78 -2.49 -29.45 -0.133
C -0.59 -2.86 -29.21 -0.032
C 1.07 -1.10 -29.79 0.012
H 2.77 -2.82 -29.61 0.166
H -0.92 -2.61 -28.19 0.110
H -0.91 -3.87 -29.44 0.058
H -1.22 -2.23 -29.84 0.104
H 0.36 -0.74 -30.53 0.111
H 0.83 -0.44 -28.95 0.113
H 2.08 -0.96 -30.18 0.110
```

Values from the calculation:
LUMO level, hartree: -0.596
HOMO-LUMO gap, eV: 2.065
Highest occupied orbital energy, eV: -18.2777
Total charge: +4